# 1
C44H62IN4O4Tc | ωB97M-V/def2-TZVPD

XYZ file:
```
116
Properties=species:S:1:pos:R:3
Tc -0.31232 0.07824 -0.72151
C 4.37504 -1.75211 -0.31760
N 2.92666 -1.84308 -0.32469
C 2.48415 -3.12755 -0.83744
C 2.36366 -1.55056 0.98503
C 2.26794 -0.03717 1.19177
N 0.90315 0.53851 1.12765
C 0.17477 0.13664 2.36987
C -1.29014 -0.27191 2.36145
C -1.74384 -0.95369 3.47217
C -3.06631 -1.37650 3.59578
C -3.94021 -1.08111 2.54672
C -3.55566 -0.37995 1.42255
C -2.20954 0.08074 1.34507
O -1.79761 0.80045 0.35034
C -4.50949 -0.10438 0.26369
C -4.97106 1.35447 0.39799
C -3.83299 -0.29331 -1.10824
C -5.72525 -1.03888 0.30177
C -3.52905 -2.11050 4.84253
C -4.77797 -2.96072 4.58316
C -3.87129 -1.05664 5.91106
C -2.42099 -3.02451 5.38268
C 1.10324 2.01864 1.12178
C 1.87128 2.51720 -0.07466
C 3.17324 2.96794 0.01173
C 3.84988 3.41426 -1.12146
C 3.11906 3.54936 -2.29888
C 1.78509 3.19248 -2.42043
C 1.18997 2.53484 -1.31474
O 0.06493 1.87435 -1.36833
C 0.95263 3.56675 -3.63843
C 0.17097 2.37598 -4.20844
C -0.03174 4.64945 -3.16091
C 1.80556 4.15523 -4.76524
C 5.31557 3.79767 -1.02918
C 5.43515 5.06137 -0.16583
C 6.11111 2.64480 -0.39704
C 5.92338 4.12022 -2.39782
H 4.83774 -2.48027 0.36039
H 4.68835 -0.75668 -0.00318
H 4.75156 -1.93875 -1.32055
H 2.93829 -3.29985 -1.81200
H 1.40373 -3.10216 -0.95978
H 2.74667 -3.96638 -0.17941
H 2.96536 -2.00147 1.78846
H 1.36851 -1.99375 1.04064
H 2.86465 0.45069 0.41763
H 2.69611 0.24188 2.16076
H 0.27397 0.95338 3.09486
H 0.69026 -0.73839 2.76619
H -1.04406 -1.16065 4.26452
H -4.95502 -1.42909 2.60627
H -4.11998 2.02774 0.32344
H -5.45066 1.50866 1.36200
H -5.68105 1.59911 -0.38943
H -3.20018 0.55929 -1.35539
H -4.58930 -0.37837 -1.88664
H -3.23510 -1.20324 -1.12090
H -6.36238 -0.83572 1.15838
H -5.41154 -2.08140 0.32623
H -6.32398 -0.88779 -0.59362
H -5.63105 -2.34287 4.31707
H -5.04705 -3.49891 5.48866
H -4.60042 -3.68753 3.79324
H -4.67695 -0.41375 5.56391
H -3.00428 -0.44075 6.13862
H -4.19098 -1.54903 6.82720
H -1.95971 -3.59004 4.57796
H -2.83598 -3.72602 6.10059
H -1.65263 -2.45263 5.89369
H 1.65996 2.29912 2.02366
H 0.11813 2.49460 1.14624
H 3.66957 2.96999 0.96965
H 3.61654 3.96362 -3.15586
H -0.47857 1.93753 -3.45498
H 0.85020 1.61390 -4.58685
H -0.45603 2.71047 -5.03192
H -0.72272 4.24952 -2.42250
H -0.59958 5.03581 -4.00504
H 0.51138 5.47766 -2.70987
H 2.52473 3.42859 -5.13593
H 2.33092 5.04863 -4.44006
H 1.16400 4.44320 -5.59348
H 5.10291 4.89323 0.85570
H 4.83819 5.86198 -0.59864
H 6.47293 5.38285 -0.14547
H 5.74733 2.40050 0.59679
H 7.16028 2.91612 -0.30851
H 6.03637 1.75053 -1.01295
H 5.45066 4.99863 -2.83204
H 5.82384 3.28473 -3.08758
H 6.98147 4.34236 -2.28037
I -5.25246 -7.49184 0.01027
C -3.83642 -5.92571 0.10609
C -3.06476 -5.77503 1.24802
C -2.17768 -4.72147 1.32341
C -2.03553 -3.82743 0.26280
C -2.78895 -4.01964 -0.89079
C -3.69490 -5.06191 -0.96851
C -1.06353 -2.70857 0.43285
O -0.36939 -2.65947 1.44418
O -0.96710 -1.82656 -0.50298
H -3.15236 -6.47568 2.06442
H -1.56332 -4.57548 2.19808
H -2.67322 -3.35461 -1.73215
H -4.28329 -5.21064 -1.86116
N 2.16987 -0.19044 -2.52526
C 2.57346 -0.60273 -3.73508
C 1.54176 -1.34457 -4.26974
C 0.54729 -1.33394 -3.29152
N 0.94627 -0.63117 -2.23637
H 2.68933 0.35303 -1.85519
H 3.53331 -0.34748 -4.13404
H 1.49940 -1.81150 -5.23014
H -0.41414 -1.81305 -3.31087
```

Kohn-Sham gap (spin up / spin down) ... 5.94 / 5.61 eV
Lowest unoccupied orbital energy (spin up / spin down) ... -4.68 / -4.88 eV
Net charge ... +1
E_tot ... -71079.2667 eV
2S+1 ... 4
Highest occupied orbital energy (spin up / spin down) ... -10.62 / -10.49 eV
⟨S²⟩ ... 3.78
ΔE to the lowest compared entry with this formula, charge and spin ... 45.0 kcal per mole


# 2
C44H63ClI2KN2O5P2SeSi | ωB97M-V/def2-TZVPD

XYZ file:
```
122
Properties=species:S:1:pos:R:3
K -1.33776 0.31047 -0.70318
C -1.60085 -2.07763 1.64054
Si -0.08577 -0.90828 1.99324
C 1.31653 -2.16435 2.50268
C 1.01231 -3.51666 2.73766
C 1.96886 -4.45530 3.09044
C 3.29042 -4.06486 3.24722
C 3.63146 -2.74195 3.02480
C 2.68237 -1.79372 2.63461
P 3.21479 -0.04082 2.38905
C 4.94013 -0.28065 1.73469
C 4.84267 -0.92289 0.33680
C 6.01151 -0.52593 -0.56228
C 6.04393 0.99616 -0.80245
C 5.40583 1.77432 0.35718
C 5.69427 1.06329 1.67380
C 3.58063 0.54647 4.12496
C 3.21344 2.03303 4.23172
C 3.69502 2.63864 5.55952
C 3.63926 1.61144 6.70245
C 2.51418 0.61338 6.44971
C 2.82383 -0.24299 5.21303
C -0.60726 -0.27024 3.75538
C -0.31088 -0.94673 4.94773
C -0.63707 -0.43476 6.19503
C -1.28689 0.78849 6.28821
C -1.62192 1.46672 5.12598
C -1.29787 0.95442 3.86731
P -1.78686 1.80501 2.29476
C -3.37930 2.63082 2.83912
C -4.39507 1.60012 3.36253
C -4.88907 0.65743 2.26318
C -5.52072 1.44504 1.11760
C -4.53531 2.47229 0.56578
C -4.03167 3.39972 1.67504
C -0.51513 3.16988 2.26400
C -0.55223 4.22290 3.36965
C 0.65067 5.16626 3.26790
C 0.72807 5.82793 1.89451
C 0.76976 4.77005 0.79428
C -0.44399 3.84952 0.89227
H -2.05363 -2.48988 2.54907
H -2.38996 -1.54337 1.09594
H -1.29154 -2.91100 1.00136
H -0.01915 -3.84042 2.64303
H 1.68341 -5.48735 3.26133
H 4.04715 -4.78117 3.54425
H 4.66714 -2.44878 3.16181
H 5.48920 -0.95300 2.40181
H 4.77966 -2.00773 0.43420
H 3.91015 -0.61597 -0.15078
H 6.94987 -0.85378 -0.10390
H 5.93030 -1.04888 -1.51760
H 7.08074 1.32372 -0.92133
H 5.53158 1.23536 -1.73663
H 5.78047 2.80021 0.37279
H 4.32403 1.83284 0.22776
H 6.77248 0.87968 1.73773
H 5.44080 1.69304 2.52866
H 4.66094 0.43965 4.28421
H 3.62055 2.59835 3.38894
H 2.12499 2.11133 4.14886
H 4.71560 3.01540 5.44619
H 3.06854 3.49954 5.80997
H 4.58792 1.06777 6.76195
H 3.50770 2.11883 7.66083
H 2.35823 -0.03186 7.31683
H 1.57533 1.15554 6.29629
H 3.41934 -1.11242 5.50218
H 1.88846 -0.63005 4.80925
H 0.19318 -1.90685 4.89391
H -0.39077 -0.98928 7.09404
H -1.54168 1.20702 7.25488
H -2.16157 2.40257 5.21405
H -3.15272 3.34356 3.63721
H -3.97433 1.02691 4.18853
H -5.25672 2.15348 3.75891
H -4.05087 0.07033 1.87607
H -5.60635 -0.05382 2.67883
H -5.83991 0.77039 0.32115
H -6.41197 1.96680 1.48965
H -3.69213 1.93310 0.12569
H -4.99210 3.05434 -0.23764
H -3.34510 4.14951 1.27098
H -4.89060 3.95184 2.07779
H 0.40528 2.58168 2.38256
H -1.47510 4.81056 3.28968
H -0.55093 3.74365 4.35043
H 0.60044 5.92438 4.05476
H 1.56525 4.58779 3.43612
H -0.16122 6.45352 1.74981
H 1.59787 6.48745 1.83396
H 0.81365 5.24079 -0.19187
H 1.67808 4.16534 0.90797
H -1.34680 4.45294 0.74041
H -0.40673 3.09415 0.10680
I 2.00527 -0.55790 -3.46264
C 1.06503 -2.44062 -3.13929
I 1.24704 -3.13533 -1.14743
H 1.52173 -3.15306 -3.81234
H 0.00745 -2.30495 -3.32726
O -3.83558 -0.83080 -3.47446
Cl -3.23880 -1.38737 -2.28619
O -3.68346 -2.72910 -2.07690
O -1.76853 -1.37547 -2.42708
O -3.55780 -0.55086 -1.14061
O 1.06495 1.25194 -0.49908
H 1.51155 0.91836 0.30558
H 1.66630 1.85024 -0.95014
Se -1.50466 0.93938 -4.30753
N -1.64065 1.80097 -2.77205
C -2.37361 2.88525 -3.02876
C -2.74155 3.85961 -2.04849
C -3.49037 4.92185 -2.42852
C -3.91348 5.09462 -3.78828
C -3.58300 4.19925 -4.74904
C -2.79949 3.05779 -4.39028
N -2.40794 2.11438 -5.24109
H -2.42157 3.72831 -1.02500
H -3.78530 5.65670 -1.68941
H -4.50891 5.96167 -4.04536
H -3.89283 4.32352 -5.77776
```

Kohn-Sham gap ... 4.58 eV
Lowest unoccupied orbital energy ... 1.44 eV
Net charge ... -1
E_tot ... -196715.5126 eV
2S+1 ... 1
Highest occupied orbital energy ... -3.13 eV
ΔE to the lowest compared entry with this formula, charge and spin ... 0.0 kcal per mole


# 3
C44H63N8PZr | ωB97M-V/def2-TZVPD

XYZ file:
```
117
Properties=species:S:1:pos:R:3
Zr -0.34356 0.85830 0.70583
N 4.89069 0.80658 9.71692
C 4.31739 0.80280 8.70830
C 3.60825 0.79804 7.46188
C 3.12492 1.99628 6.92498
C 2.43404 1.99240 5.71017
C 2.21705 0.78857 5.02461
C 2.69750 -0.41139 5.56896
C 3.39477 -0.40520 6.78028
C 1.45540 0.78693 3.74087
C 2.18817 0.72742 2.60018
C 3.64070 0.71273 2.49637
C 4.03747 0.64191 1.22534
C 2.75385 0.60544 0.54246
N 1.71234 0.64934 1.30715
C -0.07941 0.88888 3.78772
C -0.81614 0.86901 4.97049
C -2.15135 0.98299 4.61692
C -2.16656 1.07711 3.24943
N -0.92911 1.02945 2.75944
H 3.28035 2.93883 7.44739
H 2.06057 2.93084 5.30243
H 2.53119 -1.35440 5.05028
H 3.76575 -1.34449 7.18728
H 4.31674 0.76824 3.33561
H 5.01694 0.62109 0.79081
H 2.72204 0.54240 -0.55454
H -0.43240 0.77132 5.97806
H -3.00619 0.99450 5.27929
H -3.03788 1.17866 2.61262
C -3.50692 -4.61208 2.04311
C -2.14447 -4.18369 2.56360
N -1.39822 -3.42018 1.55441
C -0.69170 -4.22863 0.55374
C -1.35444 -4.12527 -0.81282
C -1.38053 -2.03169 1.54279
C -2.30970 -1.24584 2.45080
N -0.59564 -1.30889 0.81458
H -4.07535 -5.10668 2.83707
H -3.40859 -5.31999 1.21447
H -4.09023 -3.75784 1.68665
H -1.57328 -5.07175 2.86071
H -2.26794 -3.60459 3.48479
H -0.67367 -5.28456 0.84957
H 0.35840 -3.92163 0.49239
H -2.39926 -4.44804 -0.77422
H -0.83048 -4.76037 -1.53411
H -1.33941 -3.10055 -1.19584
H -3.33051 -1.62695 2.37687
H -2.31814 -0.18866 2.16802
H -1.96025 -1.32344 3.48407
H 0.04013 -1.88848 0.25336
N -4.52391 3.08598 -2.18390
C -4.14656 2.13964 -1.23368
C -2.82047 1.97608 -0.83476
N -2.42743 1.07004 0.09518
C -3.42800 0.33968 0.63102
C -4.74868 0.50561 0.24982
N -5.13271 1.40508 -0.68776
H -4.00868 2.97485 -3.04957
H -5.52583 2.97778 -2.32556
H -2.02943 2.58510 -1.25719
H -3.14032 -0.38635 1.38269
H -5.54278 -0.08523 0.69187
C 4.12738 -1.33026 -3.63906
C 4.37170 -0.20658 -2.64542
C 3.11128 0.63207 -2.39911
C 1.78586 -0.11735 -2.66673
C 1.97724 -1.59161 -2.27682
C 3.03643 -2.27868 -3.14656
P 0.36130 0.65202 -1.77108
C 0.28867 2.43787 -2.26704
C 0.48064 2.74832 -3.75880
C 1.00577 4.16319 -4.02696
C 0.47744 5.16410 -3.01028
C 0.89924 4.80624 -1.58502
C 1.19243 3.31502 -1.38762
C -1.19300 -0.02348 -2.53430
C -1.20322 -0.24899 -4.05502
C -1.21617 -1.72163 -4.45393
C -2.38539 -2.48897 -3.83879
C -2.83891 -1.94259 -2.48646
C -1.70705 -1.24276 -1.74347
H 5.05165 -1.89095 -3.81769
H 3.83128 -0.90096 -4.60456
H 5.18171 0.44238 -2.99726
H 4.71052 -0.63674 -1.69419
H 3.15557 1.51633 -3.04685
H 3.16132 1.00358 -1.36777
H 1.59360 -0.08026 -3.74316
H 1.05363 -2.16846 -2.35623
H 2.28083 -1.65880 -1.22274
H 2.55730 -2.74457 -4.01616
H 3.48627 -3.09638 -2.57027
H -0.73788 2.73927 -2.01290
H -0.48728 2.63535 -4.26432
H 1.15919 2.04870 -4.25436
H 0.72678 4.47062 -5.04128
H 2.10259 4.15717 -3.99293
H -0.61801 5.19030 -3.06876
H 0.82580 6.17406 -3.25434
H 0.10875 5.12357 -0.89402
H 1.79312 5.37843 -1.30789
H 1.07651 3.07253 -0.32369
H 2.24684 3.13883 -1.62695
H -1.93142 0.77000 -2.35001
H -0.38164 0.25369 -4.56922
H -2.11756 0.20736 -4.46024
H -0.27500 -2.19076 -4.15078
H -1.25862 -1.81160 -5.54578
H -2.09584 -3.54182 -3.73421
H -3.23985 -2.47731 -4.52642
H -3.24491 -2.75850 -1.87766
H -3.66083 -1.23173 -2.63968
H -0.91275 -1.96986 -1.54627
H -2.06882 -0.91714 -0.75937
H -0.12298 2.75474 0.61067
```

Kohn-Sham gap ... 6.29 eV
Lowest unoccupied orbital energy ... -6.81 eV
Net charge ... +2
E_tot ... -69122.2903 eV
2S+1 ... 1
Highest occupied orbital energy ... -13.10 eV
ΔE to the lowest compared entry with this formula, charge and spin ... 41.0 kcal per mole


# 4
C44H64As3CsGe2N3Sb | ωB97M-V/def2-TZVPD

XYZ file:
```
118
Properties=species:S:1:pos:R:3
Cs 0.51186 -0.43515 -1.04629
C -1.19343 -2.01836 1.41151
C -0.53354 -3.25229 0.85171
C -0.76295 -4.50846 1.40264
C -0.14000 -5.60539 0.83942
C 0.68650 -5.42064 -0.25929
C 0.88184 -4.13614 -0.75276
N 0.28171 -3.08296 -0.19407
Sb 2.16105 -4.04850 -2.51349
C 3.62593 -2.51493 -2.10016
C 4.93106 -2.98571 -2.12156
C 5.97543 -2.07522 -2.05246
C 5.67592 -0.73226 -1.99053
C 4.34092 -0.33509 -1.96585
C 3.97511 1.11998 -1.92940
N 3.33891 -1.21394 -2.00611
C 0.96507 -2.93578 -3.93830
C 0.61286 -3.65256 -5.07477
C -0.02664 -2.99653 -6.11471
C -0.27039 -1.64320 -5.99502
C 0.10534 -0.98971 -4.82459
C -0.11988 0.48669 -4.65184
N 0.69784 -1.63311 -3.81591
H -1.85027 -2.26534 2.24411
H -1.78960 -1.50704 0.64959
H -0.44708 -1.31381 1.78514
H -1.42395 -4.61318 2.25277
H -0.30071 -6.59572 1.24475
H 1.17431 -6.26729 -0.72474
H 5.13330 -4.04581 -2.20679
H 7.00376 -2.41184 -2.05665
H 6.45817 0.01229 -1.94616
H 4.85447 1.73478 -1.74989
H 3.25948 1.32811 -1.13050
H 3.52262 1.42319 -2.87508
H 0.84681 -4.70681 -5.15390
H -0.31463 -3.53174 -7.01004
H -0.74526 -1.08891 -6.79310
H -0.69512 0.89125 -5.48239
H 0.83205 1.01603 -4.59550
H -0.67327 0.69160 -3.73193
C -3.48901 -1.02417 -3.22087
As -2.88950 0.22993 -1.83422
C -3.22025 1.87652 -2.85412
C -4.54236 0.07090 -0.76437
C -4.83869 1.02795 0.39345
C -6.15317 0.56102 1.03629
C -3.77066 0.93680 1.50252
As -1.98944 1.79025 1.32151
C -1.44989 1.26377 3.13346
C -2.45057 3.64294 1.78352
C -4.96059 2.47774 -0.07429
As -6.36407 3.22065 -1.27891
C -7.84534 3.36651 0.00036
C -7.10879 1.72597 -2.32032
H -4.44975 -0.71781 -3.63736
H -3.58865 -2.01924 -2.78512
H -2.74710 -1.07250 -4.01876
H -4.28644 2.05644 -2.99779
H -2.75536 1.76142 -3.83416
H -2.77533 2.73999 -2.36031
H -4.51049 -0.95265 -0.37098
H -5.36829 0.09773 -1.48453
H -6.02486 -0.42785 1.47956
H -6.96331 0.49809 0.31118
H -6.46001 1.24670 1.82765
H -3.56826 -0.11878 1.71455
H -4.18832 1.36061 2.42302
H -2.14540 1.68314 3.86234
H -0.44573 1.62414 3.34142
H -1.44646 0.17875 3.23152
H -3.27069 3.66394 2.50192
H -2.72497 4.21896 0.90243
H -1.57270 4.10023 2.23864
H -4.01836 2.78687 -0.53414
H -5.07186 3.11323 0.81118
H -7.54632 4.03146 0.81006
H -8.14620 2.40514 0.41285
H -8.69387 3.81771 -0.51265
H -6.40792 1.39170 -3.08404
H -7.97679 2.14319 -2.83187
H -7.43487 0.87631 -1.72416
C 4.27092 3.22162 3.60522
Ge 3.05082 2.93985 2.09113
C 1.31321 3.75519 2.47440
C 3.77997 3.86046 0.52278
Ge 2.80872 0.53651 1.71094
C 4.54334 -0.30611 1.35804
C 5.67172 0.49742 1.19453
C 6.94213 -0.05236 1.10327
C 7.10639 -1.42699 1.16054
C 5.99165 -2.24468 1.28466
C 4.72622 -1.68931 1.37688
C 1.99534 -0.41560 3.21993
C 1.68851 -1.77592 3.15185
C 1.16804 -2.45332 4.24347
C 0.94786 -1.78085 5.43672
C 1.24869 -0.43109 5.52752
C 1.76434 0.24098 4.42878
H 4.35717 4.29505 3.78084
H 5.26387 2.82827 3.39787
H 3.90952 2.75491 4.51897
H 1.41321 4.84013 2.47310
H 0.92545 3.45457 3.44560
H 0.58648 3.48118 1.70852
H 3.90231 4.91407 0.77482
H 3.10399 3.79691 -0.32919
H 4.75048 3.47262 0.22113
H 5.57526 1.57724 1.15328
H 7.80427 0.59441 1.00011
H 8.09656 -1.85970 1.10908
H 6.11019 -3.32081 1.31216
H 3.87707 -2.35395 1.47325
H 1.83824 -2.32482 2.22906
H 0.93727 -3.50846 4.16452
H 0.55097 -2.30745 6.29459
H 1.08580 0.09854 6.45673
H 1.98902 1.29728 4.53056
```

Kohn-Sham gap (spin up / spin down) ... 7.34 / 7.02 eV
Lowest unoccupied orbital energy (spin up / spin down) ... -1.92 / -3.22 eV
Net charge ... +1
E_tot ... -353763.9040 eV
2S+1 ... 2
Highest occupied orbital energy (spin up / spin down) ... -9.26 / -10.24 eV
⟨S²⟩ ... 0.75
ΔE to the lowest compared entry with this formula, charge and spin ... 0.0 kcal per mole